No. 1
{
  "formula": "C19H30As2LaN2S6",
  "method": "the ωB97M-V functional and the def2-TZVPD basis",
  "elements": ["La", "C", "C", "N", "C", "C", "S", "C", "C", "N", "H", "H", "H", "H", "H", "H", "H", "H", "H", "H", "H", "H", "H", "H", "S", "C", "S", "C", "C", "S", "S", "S", "C", "As", "C", "C", "C", "C", "C", "C", "C", "As", "C", "C", "H", "H", "H", "H", "H", "H", "H", "H", "H", "H", "H", "H", "H", "H", "H", "H"],
  "positions_angstrom": [[0.039543, -0.857834, -0.333901], [-1.862256, -3.382926, -2.349558], [-2.049266, -3.761794, -0.896971], [-2.122370, -2.586960, 0.005227], [-3.420362, -1.841446, 0.053260], [-3.810396, -1.070671, -1.193994], [-2.535498, 0.057005, -1.785974], [-2.371071, -0.486196, -3.525869], [-1.194641, -1.464266, -3.785963], [-0.905781, -2.282531, -2.591373], [-2.810773, -3.166872, -2.823569], [-1.537732, -4.315783, -2.792635], [-1.215871, -4.335401, -0.568183], [-2.952946, -4.422354, -0.845319], [-2.032953, -2.979965, 0.960711], [-3.309512, -1.178668, 0.933803], [-4.252627, -2.541460, 0.336216], [-4.678832, -0.486943, -0.898390], [-4.046788, -1.742217, -2.001943], [-2.181691, 0.382485, -4.201330], [-3.325806, -0.916611, -3.764797], [-0.284102, -0.903898, -4.029700], [-1.433902, -2.083609, -4.655786], [-0.032381, -2.735164, -2.822704], [6.910244, -1.171060, -1.850720], [5.327294, -1.102569, -1.557268], [4.448189, -2.348364, -0.702917], [2.797572, -1.837692, -1.157489], [2.677144, -0.625841, -1.814044], [1.326004, 0.286184, -2.382368], [4.257184, 0.173958, -2.032624], [1.647851, -3.069207, -0.689038], [-2.491495, 2.742773, 0.644849], [-1.068582, 1.617825, 1.413215], [-1.639160, 1.515350, 3.312227], [0.506007, 2.783176, 1.426108], [0.435767, 4.140768, 1.090955], [1.544000, 4.905602, 0.894536], [2.819608, 4.338251, 1.186554], [2.917253, 3.028891, 1.571943], [1.772508, 2.181503, 1.633018], [1.882662, 0.289486, 2.004610], [1.791663, 0.268794, 3.907555], [3.760845, -0.164737, 1.707764], [-2.311470, 2.945145, -0.397576], [-2.612843, 3.641860, 1.289904], [-3.366617, 2.103856, 0.708254], [-0.740853, 1.617054, 3.946542], [-2.085474, 0.535098, 3.518006], [-2.323426, 2.284727, 3.677953], [-0.507119, 4.641990, 0.966360], [1.497048, 5.969822, 0.741608], [3.682510, 4.919287, 1.089662], [3.904444, 2.566058, 1.767200], [2.417298, 1.053479, 4.336093], [2.192712, -0.678339, 4.243564], [0.782866, 0.299006, 4.233293], [4.452183, 0.186431, 2.471995], [3.997831, 0.300490, 0.736576], [3.726367, -1.234974, 1.642443]],
  "atomic_forces_ev_per_a": [[-0.32, -0.70, -0.16], [0.00, -0.06, -0.19], [-1.23, 0.64, -0.02], [-0.43, -0.19, 0.86], [0.12, -0.94, 0.99], [0.17, -0.10, 0.84], [0.21, 0.66, -0.53], [1.25, 0.35, -0.55], [-0.54, 0.11, 0.49], [0.17, -0.32, -0.45], [-0.23, 0.24, -0.06], [0.23, -0.15, -0.58], [0.75, -0.49, 0.29], [0.52, 0.52, 0.19], [0.06, 0.34, -0.70], [-0.17, 0.03, -0.53], [0.51, 0.49, -0.42], [-0.20, 0.03, -0.36], [-0.33, -0.11, -0.18], [-0.51, -0.40, 0.78], [-0.41, -0.12, -0.28], [-0.31, -0.16, 0.19], [-0.12, -0.02, -0.01], [0.45, -0.01, 0.37], [0.47, 0.21, 0.04], [-0.67, -0.43, 0.31], [-0.37, 0.19, -0.70], [0.38, 0.44, -0.13], [1.37, -1.06, 1.22], [-0.26, 0.53, -0.81], [-0.25, 0.44, -0.41], [-0.30, -0.32, 0.04], [0.32, -0.03, 1.20], [-0.42, 0.61, 0.35], [0.53, -0.06, 0.45], [0.71, -0.59, -0.11], [-0.81, -0.21, -0.11], [2.19, -0.41, 1.27], [-2.09, -0.04, -0.38], [0.03, -1.81, -0.01], [-0.24, 1.62, -0.08], [0.61, 0.01, -0.38], [0.85, -0.27, 0.44], [-0.64, 1.04, -0.33], [0.18, 0.32, -0.23], [-0.05, -0.55, -0.73], [-0.32, 0.13, 0.07], [-0.34, -0.12, -0.39], [0.10, 0.20, -0.13], [-0.04, 0.06, -0.52], [-0.45, -0.14, -0.06], [-0.22, 0.11, -0.43], [1.18, 0.84, -0.07], [-0.62, 0.49, -0.12], [-0.28, 0.07, -0.04], [0.15, -0.32, 0.05], [-0.80, 0.30, 0.44], [-0.16, -0.02, 0.07], [0.18, -0.46, 0.31], [0.43, -0.42, -0.07]],
  "lowdin_charge": [1.13, -0.20, -0.20, -0.18, -0.27, -0.43, 0.81, -0.39, -0.28, -0.19, 0.11, 0.13, 0.09, 0.14, 0.13, 0.11, 0.14, 0.09, 0.07, 0.10, 0.06, 0.05, 0.13, 0.06, 0.62, -1.52, 0.85, -1.18, -1.16, 0.45, 0.86, 0.40, -0.31, 1.04, -0.28, -0.42, -0.12, -0.05, -0.05, -0.09, -0.42, 1.05, -0.29, -0.29, 0.01, 0.05, 0.01, 0.01, 0.02, 0.04, 0.09, 0.11, 0.09, 0.11, 0.06, 0.04, -0.01, 0.05, 0.00, -0.01],
  "charge": 1,
  "molar_mass_g_mol": 767.62,
  "e_homo_ev": -9.622
}

No. 2
{
  "formula": "C6H11NO2",
  "method": "the ωB97M-V functional and the def2-TZVPD basis",
  "elements": ["C", "C", "C", "C", "C", "C", "N", "O", "O", "H", "H", "H", "H", "H", "H", "H", "H", "H", "H", "H"],
  "positions_angstrom": [[-0.997233, -0.473627, 1.204350], [-1.581139, 1.123893, -0.885273], [1.340680, 1.243328, 0.388215], [0.290400, -1.056540, 0.811905], [-0.887906, -0.126940, -0.378242], [0.754671, -0.038451, -0.183841], [1.444485, -0.486948, -1.347986], [0.805335, -2.225602, 1.022442], [-1.108747, -1.289066, -0.999084], [0.178525, -2.802072, 1.490834], [0.875359, -1.216819, -1.777451], [2.381892, -0.822955, -1.164960], [-1.811938, -1.149947, 1.445866], [-0.895595, 0.352731, 1.910948], [-2.658494, 0.948318, -0.874061], [-1.354363, 2.010865, -0.290144], [-1.268556, 1.294213, -1.916989], [2.387648, 1.100432, 0.671484], [1.303207, 2.005580, -0.389754], [0.801770, 1.609606, 1.261741]],
  "atomic_forces_ev_per_a": [[0.04, 0.02, -0.15], [0.06, -0.08, 0.05], [-0.09, -0.08, -0.01], [0.11, -0.13, 0.00], [0.19, -0.13, 0.04], [-0.22, -0.07, -0.01], [-0.03, -0.01, 0.07], [-0.26, 0.28, -0.14], [0.17, 0.21, 0.19], [0.03, 0.08, -0.02], [-0.03, 0.03, 0.05], [-0.05, 0.01, 0.01], [0.04, -0.02, -0.01], [0.04, -0.01, -0.08], [0.04, 0.00, 0.00], [0.00, -0.03, 0.00], [-0.01, -0.01, 0.03], [-0.05, -0.01, -0.02], [0.00, -0.03, 0.01], [-0.01, -0.02, -0.01]],
  "lowdin_charge": [0.02, -0.01, -0.01, -0.20, -0.59, -0.43, 0.11, 0.21, -0.16, 0.16, 0.09, 0.09, 0.12, 0.12, 0.09, 0.07, 0.09, 0.08, 0.09, 0.08],
  "molar_mass_g_mol": 129.16,
  "e_homo_ev": -7.795
}

No. 3
{
  "formula": "C4H5FS3",
  "method": "the ωB97M-V functional and the def2-TZVPD basis",
  "elements": ["C", "C", "C", "C", "H", "H", "H", "H", "H", "F", "S", "S", "S"],
  "positions_angstrom": [[-1.434506, -2.596058, -0.463807], [-0.312255, -0.181337, 0.193327], [0.472410, 1.056741, -0.115191], [1.780781, 1.176120, 0.611722], [-1.529442, -3.303439, -1.272694], [-2.419048, -2.267738, -0.095463], [-0.867523, -3.056412, 0.376231], [2.466729, 1.852052, 0.052532], [1.599372, 1.599857, 1.602936], [2.360589, -0.068640, 0.778217], [-0.513809, -1.226399, -1.171247], [-0.869969, -0.406716, 1.714634], [-0.087095, 2.199405, -1.107376]],
  "atomic_forces_ev_per_a": [[0.19, 0.07, 0.90], [-0.18, -0.13, 0.21], [-0.18, -0.10, -0.26], [0.44, 0.58, -0.16], [-0.15, -0.26, -0.20], [0.41, -0.12, -0.21], [-0.37, 0.36, -0.58], [-0.42, -0.58, 0.33], [-0.04, -0.02, 0.00], [0.09, 0.08, -0.09], [-0.01, 0.22, 0.32], [0.15, 0.07, -0.43], [0.08, -0.16, 0.16]],
  "lowdin_charge": [-0.42, -1.16, -0.89, -0.25, 0.03, 0.04, 0.05, 0.13, 0.12, -0.05, 0.89, 0.73, 0.79],
  "smiles": "CSC(=S)C(=S)CF",
  "molar_mass_g_mol": 168.28,
  "e_homo_ev": -8.844
}

No. 4
{
  "formula": "C5H5NO2",
  "method": "the ωB97M-V functional and the def2-TZVPD basis",
  "elements": ["C", "C", "C", "C", "C", "H", "H", "H", "H", "H", "N", "O", "O"],
  "positions_angstrom": [[1.270448, -0.518231, -0.034659], [-0.019088, -0.266105, -0.071619], [-0.649477, 0.966910, -0.013152], [-2.120823, 0.672512, -0.067343], [-2.308046, -0.607849, 0.013809], [3.683588, 0.531318, -0.151923], [1.595536, -1.806502, -0.154174], [-0.219606, 1.760734, -0.076814], [-2.799834, 1.464414, 0.138263], [-2.925636, -1.123126, 0.342511], [2.141940, 0.309280, 0.086963], [3.485634, -0.227160, 0.006241], [-1.134633, -1.156190, -0.018102]],
  "atomic_forces_ev_per_a": [[3.47, -9.91, -0.73], [-10.43, 3.57, 0.62], [-6.37, -10.77, -0.67], [2.11, 5.28, 0.88], [10.14, 7.50, -4.17], [6.33, 13.91, -3.05], [-0.87, 3.83, 0.33], [4.70, 9.45, -0.52], [-0.74, 0.28, -0.29], [-10.77, -8.46, 4.44], [3.02, 2.06, 0.46], [-6.01, -12.58, 2.92], [5.43, -4.16, -0.21]],
  "lowdin_charge": [-0.18, -0.21, 0.09, -0.01, -0.13, -0.10, 0.23, 0.01, 0.10, 0.03, 0.06, 0.06, 0.05],
  "smiles": "O/N=C/c1ccco1",
  "molar_mass_g_mol": 111.10,
  "e_homo_ev": -8.859
}

| no. | LUMO (eV) | largest force on an atom (hartree/bohr) |
| --- | --- | --- |
| 1 | -2.956 | 0.0499 |
| 2 | 0.149 | 0.0078 |
| 3 | -1.097 | 0.0180 |
| 4 | 0.306 | 0.3031 |